ORCA calculation (ωB97M-V with the def2-TZVPD basis set) on a structure of composition C33H44AuGeN2O2Se.

Cartesian coordinates (Å):
Au (2.45, -1.17, -0.16)
O (4.70, -3.87, 2.03)
C (3.84, -3.13, 1.56)
O (3.74, -2.76, 0.35)
C (2.79, -2.62, 2.55)
C (3.19, -2.33, 3.88)
C (2.27, -1.87, 4.77)
C (0.92, -1.75, 4.36)
C (-0.13, -1.37, 5.24)
C (-1.42, -1.30, 4.79)
C (-1.72, -1.60, 3.44)
C (-0.73, -1.98, 2.58)
C (0.61, -2.07, 3.02)
N (1.56, -2.47, 2.13)
H (4.23, -2.48, 4.15)
H (2.54, -1.59, 5.78)
H (0.11, -1.15, 6.27)
H (-2.21, -1.02, 5.46)
H (-2.74, -1.54, 3.10)
H (-0.93, -2.22, 1.54)
C (-3.21, -4.49, -1.11)
Ge (-3.99, -2.76, -1.62)
C (-5.95, -2.86, -1.36)
C (-3.68, -2.49, -3.54)
C (-3.33, -1.33, -0.43)
Se (-1.48, -0.73, -0.71)
C (-1.91, 0.43, -2.21)
H (-3.55, -5.26, -1.80)
H (-3.52, -4.77, -0.11)
H (-2.12, -4.45, -1.14)
H (-6.37, -3.67, -1.96)
H (-6.43, -1.93, -1.65)
H (-6.19, -3.06, -0.31)
H (-4.06, -3.36, -4.07)
H (-2.61, -2.39, -3.76)
H (-4.20, -1.60, -3.92)
H (-3.39, -1.71, 0.59)
H (-3.98, -0.45, -0.49)
H (-2.59, -0.10, -2.87)
H (-0.98, 0.65, -2.73)
H (-2.36, 1.35, -1.85)
C (1.48, -1.28, -5.20)
C (1.41, -0.08, -4.30)
C (1.31, 1.21, -4.83)
C (1.24, 2.30, -3.98)
C (1.14, 3.70, -4.52)
C (1.27, 2.11, -2.60)
C (1.37, 0.83, -2.01)
C (1.44, -0.24, -2.93)
N (1.36, 0.53, -0.67)
C (1.27, 1.55, 0.38)
C (1.22, 0.83, 1.74)
C (1.12, 1.80, 2.92)
C (-0.16, 2.64, 2.78)
C (-0.11, 3.39, 1.45)
C (1.11, 4.31, 1.43)
C (2.39, 3.48, 1.58)
C (2.34, 2.72, 2.91)
C (2.50, 2.49, 0.42)
C (-0.03, 2.39, 0.29)
H (1.46, -1.00, -6.25)
H (0.63, -1.95, -5.01)
H (2.39, -1.85, -5.01)
H (1.29, 1.36, -5.91)
H (1.10, 3.69, -5.61)
H (2.00, 4.30, -4.22)
H (0.24, 4.20, -4.16)
H (1.23, 3.00, -1.99)
H (1.52, -1.25, -2.52)
H (2.12, 0.23, 1.85)
H (0.36, 0.15, 1.73)
H (1.09, 1.23, 3.85)
H (-0.24, 3.35, 3.62)
H (-1.03, 1.98, 2.81)
H (-1.02, 3.99, 1.34)
H (1.04, 5.04, 2.25)
H (1.14, 4.88, 0.49)
H (3.26, 4.14, 1.57)
H (2.29, 3.43, 3.74)
H (3.25, 2.13, 3.03)
H (3.39, 1.87, 0.52)
H (2.59, 3.05, -0.52)
H (-0.09, 2.93, -0.65)
H (-0.88, 1.70, 0.33)

Computed properties:
* lowest unoccupied orbital energy: 2.304 eV
* HOMO level: -3.96 eV
* total charge: -1
* HOMO-LUMO gap: 6.27 eV
* energy: -167568.913 eV

---

ORCA calculation (ωB97M-V with the def2-TZVPD basis set) on a structure of composition C29H23N3O7SeY.

Cartesian coordinates (Å):
Y (0.17, 0.31, 0.05)
O (1.16, -3.40, 2.62)
C (0.95, -2.22, 2.08)
O (0.53, -2.06, 0.95)
C (1.29, -1.06, 2.95)
C (1.82, -1.14, 4.22)
C (2.10, 0.07, 4.87)
C (1.85, 1.27, 4.24)
C (1.31, 1.24, 2.95)
N (1.04, 0.10, 2.35)
C (1.01, 2.51, 2.15)
O (1.13, 3.59, 2.68)
O (0.62, 2.25, 0.93)
H (0.89, -4.08, 1.98)
H (2.01, -2.10, 4.68)
H (2.52, 0.05, 5.87)
H (2.05, 2.22, 4.70)
O (-0.87, 1.67, -1.60)
C (-1.48, 0.98, -2.73)
C (-1.35, -0.52, -2.34)
O (-1.20, -1.38, -3.19)
O (-1.36, -0.74, -1.07)
C (-0.72, 1.29, -4.01)
C (0.47, 2.01, -4.01)
C (1.13, 2.28, -5.20)
C (0.61, 1.83, -6.40)
C (-0.58, 1.10, -6.41)
C (-1.25, 0.84, -5.22)
C (-2.95, 1.38, -2.82)
C (-3.97, 0.55, -2.37)
C (-5.29, 0.97, -2.45)
C (-5.60, 2.23, -2.95)
C (-4.58, 3.06, -3.39)
C (-3.26, 2.63, -3.33)
H (-1.00, 2.62, -1.63)
H (0.89, 2.36, -3.08)
H (2.05, 2.85, -5.19)
H (1.11, 2.04, -7.34)
H (-1.00, 0.75, -7.34)
H (-2.17, 0.28, -5.24)
H (-3.76, -0.44, -1.97)
H (-6.08, 0.31, -2.11)
H (-6.63, 2.55, -3.00)
H (-4.81, 4.04, -3.79)
H (-2.47, 3.27, -3.72)
C (4.40, -2.77, -0.77)
N (3.10, -2.95, -1.40)
C (2.21, -1.99, -1.72)
Se (2.45, -0.16, -1.40)
N (1.16, -2.57, -2.31)
C (1.36, -3.94, -2.38)
C (0.58, -4.97, -2.90)
C (1.11, -6.24, -2.81)
C (2.36, -6.49, -2.23)
C (3.14, -5.46, -1.72)
C (2.60, -4.18, -1.81)
H (4.59, -1.72, -0.63)
H (5.17, -3.20, -1.41)
H (4.41, -3.28, 0.20)
H (0.33, -2.07, -2.65)
H (-0.39, -4.79, -3.35)
H (0.54, -7.08, -3.20)
H (2.73, -7.50, -2.19)
H (4.11, -5.65, -1.28)

Computed properties:
* energy above the lowest of the compared OMol25 structures with the same formula, charge and spin: 0.0000 eV
* lowest unoccupied orbital energy: -3.782 eV
* HOMO level: -11.24 eV
* total charge: +1
* HOMO-LUMO gap: 7.46 eV
* energy: -115640.804 eV

---

ORCA calculation (ωB97M-V with the def2-TZVPD basis set) on an isolated molecule of C3H5N3O.

Cartesian coordinates (Å):
N (-1.29, 0.11, -0.08)
C (0.21, 0.41, -0.26)
C (0.59, -0.71, 0.35)
N (0.77, 1.60, -0.70)
C (-0.86, -1.19, 0.60)
O (1.74, -1.27, 0.71)
N (-1.63, -0.29, 1.28)
H (2.48, -0.67, 0.52)
H (-1.92, -0.01, -0.86)
H (0.48, 2.40, -0.13)
H (0.59, 1.80, -1.68)
H (-1.17, -2.18, 0.26)

Computed properties:
* energy above the lowest of the compared OMol25 structures with the same formula, charge and spin: 6.1179 eV
* lowest unoccupied orbital energy: 0.590 eV
* HOMO level: -7.48 eV
* HOMO-LUMO gap: 8.07 eV
* energy: -9704.466 eV